Computed, not measured: 13 unconnected molecules or ions with the total composition C42H74BN2O22S4, with ωB97M-V with the def2-TZVPD basis set.

DFT total energy: -5027.06811 hartree
HOMO level (alpha / beta): -9.32 / -9.32 eV
Molecular weight: 1098.1 u
Multiplicity: 2
<S²>: 0.76

Last columns: bonded neighbours and bond lengths (Å).
Atoms and positions in Å:
1 S -2.9852 -3.7846 2.5746  O6 1.446, O26 1.486, C37 1.842, C63 1.817
2 S 2.3432 -6.8436 3.6841  O17 1.468, O18 1.440, C50 1.870, C51 1.850
3 S 0.0242 3.8719 -5.7834  O7 1.476, O21 1.468, C30 1.863, C69 1.871
4 S -2.0384 -3.4693 -1.8671  O5 1.455, O23 1.470, C35 1.835, C52 1.782
5 O -3.1251 -2.8557 -1.1194  S4 1.455
6 O -2.1666 -4.3133 1.5061  S1 1.446
7 O 0.8280 5.0407 -6.1904  S3 1.476
8 O -1.6508 0.3290 -0.3984  C32 1.320, B71 1.455
9 O -3.5647 1.4029 -0.8409  C32 1.223
10 O 3.9248 -3.0178 5.4455  C40 1.196
11 O 2.5737 -1.0418 -0.9545  C57 1.215
12 O -7.9663 -0.6485 -2.4352  C48 1.224
13 O 2.0334 -1.0027 1.8427  C58 1.242
14 O 5.1257 4.1950 0.2295  C64 1.216
15 O -2.0829 2.6749 3.8436  C65 1.220
16 O -0.2525 2.1983 -0.0686  C41 1.330, B71 1.524
17 O 3.8107 -6.8691 3.7133  S2 1.468
18 O 1.5872 -8.0692 3.7064  S2 1.440
19 O -1.8311 3.8381 -0.4498  C41 1.257
20 O 5.5500 -0.7953 -4.8734  C38 1.244
21 O -1.2236 3.5420 -6.4818  S3 1.468
22 O 0.6680 0.1683 -1.0815  C57 1.297, B71 1.467
23 O -2.2663 -4.7497 -2.5515  S4 1.470
24 O 0.1141 0.0288 1.1944  C58 1.292, B71 1.479
25 O -3.4997 8.5671 0.7742  C29 1.202
26 O -3.6214 -4.7045 3.5534  S1 1.486
27 N -5.6556 6.8147 -2.1593  C46 1.158
28 N 7.1267 -3.7373 0.9006  C68 1.115
29 C -2.5311 7.8636 0.8856  O25 1.202, C33 1.491, C49 1.457
30 C -0.2661 3.9945 -3.9470  S3 1.863, C61 1.536, H114 1.090, H131 1.090
31 C 3.8508 2.5209 1.2862  C64 1.508, H97 1.090, H112 1.090, H143 1.090
32 C -2.3629 1.4194 -0.6134  O8 1.320, O9 1.223, C41 1.530
33 C -1.8541 7.3055 -0.3200  C29 1.491, H111 1.090, H113 1.090, H120 1.090
34 C 3.9955 -1.0235 4.1163  C40 1.556, H76 1.090, H85 1.090, H103 1.090
35 C -1.4411 -2.2825 -3.1334  S4 1.835, C45 1.536, H79 1.090, H145 1.090
36 C 5.2895 -2.3497 -0.2004  C68 1.437, H92 1.090, H105 1.090, H110 1.090
37 C -4.2460 -2.6241 1.8995  S1 1.842, C62 1.498, H115 1.090, H135 1.090
38 C 4.4274 -1.2696 -5.1224  O20 1.244, C53 1.512, C70 1.526
39 C -4.8451 4.2899 -2.0209  C46 1.498, H104 1.090, H133 1.090, H134 1.090
40 C 4.1645 -2.5494 4.3720  O10 1.196, C34 1.556, C55 1.471
41 C -1.4597 2.6380 -0.4142  O16 1.330, O19 1.257, C32 1.530
42 C 0.2055 3.2025 3.3805  C65 1.524, H78 1.090, H122 1.090, H140 1.090
43 C 0.5864 -4.6929 4.2190  C50 1.503, C56 1.551, H82 1.090, H123 1.090
44 C 3.1034 3.7796 -0.8472  C64 1.469, H124 1.090, H127 1.090, H139 1.090
45 C 0.0838 -2.4589 -3.1700  C35 1.536, C54 1.546, H98 1.090, H142 1.090
46 C -5.3310 5.7041 -2.1172  N27 1.158, C39 1.498
47 C -7.1732 1.4522 -1.5758  C48 1.510, H102 1.090, H116 1.090, H117 1.090
48 C -7.2376 -0.0543 -1.6522  O12 1.224, C47 1.510, C60 1.531
49 C -1.9316 7.5558 2.1774  C29 1.457, H100 1.090, H101 1.090, H119 1.090
50 C 1.5999 -5.5962 4.8628  S2 1.870, C43 1.503, H87 1.090, H121 1.090
51 C 1.7496 -5.8120 2.2677  S2 1.850, C56 1.530, H72 1.090, H99 1.090
52 C -0.5263 -3.5733 -0.9292  S4 1.782, C54 1.586, H88 1.090, H91 1.090
53 C 3.7455 -2.3509 -4.3144  C38 1.512, H75 1.090, H109 1.090, H125 1.090
54 C 0.5163 -3.5103 -2.1230  C45 1.546, C52 1.586, H107 1.090, H137 1.090
55 C 4.6966 -3.3057 3.2283  C40 1.471, H74 1.090, H77 1.090, H94 1.090
56 C 1.0646 -4.5325 2.7524  C43 1.551, C51 1.530, H89 1.090, H129 1.090
57 C 1.5853 -0.5211 -0.4764  O11 1.215, O22 1.297, C58 1.504
58 C 1.2566 -0.5383 0.9914  O13 1.242, O24 1.292, C57 1.504
59 C -2.8507 -1.1595 3.2203  C62 1.555, C63 1.609, H84 1.090, H86 1.090
60 C -6.4233 -0.8842 -0.6563  C48 1.531, H96 1.090, H136 1.090, H138 1.090
61 C 0.9599 3.2912 -3.3464  C30 1.536, C66 1.491, H73 1.090, H126 1.090
62 C -3.6077 -1.2694 1.8659  C37 1.498, C59 1.555, H93 1.090, H108 1.090
63 C -1.9842 -2.5046 3.3874  S1 1.817, C59 1.609, H90 1.090, H132 1.090
64 C 4.1007 3.5410 0.2041  O14 1.216, C31 1.508, C44 1.469
65 C -0.9186 2.3130 3.8977  O15 1.220, C42 1.524, C67 1.572
66 C 1.1766 2.0108 -4.0787  C61 1.491, C69 1.577, H95 1.090, H130 1.090
67 C -0.4598 0.9633 4.5603  C65 1.572, H81 1.090, H83 1.090, H144 1.090
68 C 6.3319 -3.1162 0.4252  N28 1.115, C36 1.437
69 C 1.1771 2.4094 -5.6048  S3 1.871, C66 1.577, H106 1.090, H141 1.090
70 C 3.6241 -0.6130 -6.2410  C38 1.526, H80 1.090, H118 1.090, H128 1.090
71 B -0.2742 0.6746 -0.0779  O8 1.455, O16 1.524, O22 1.467, O24 1.479
72 H 2.5024 -5.7860 1.4798  C51 1.090
73 H 1.9276 3.7668 -3.5059  C61 1.090
74 H 5.7836 -3.2812 3.1505  C55 1.090
75 H 3.0373 -1.9639 -3.5817  C53 1.090
76 H 4.4003 -0.4587 4.9561  C34 1.090
77 H 4.4442 -4.3532 3.3930  C55 1.090
78 H 1.0877 3.1294 4.0165  C42 1.090
79 H -1.8165 -1.3905 -2.6320  C35 1.090
80 H 2.8944 0.0153 -5.7304  C70 1.090
81 H -1.2547 0.2175 4.5633  C67 1.090
82 H -0.3352 -5.2575 4.0774  C43 1.090
83 H 0.3481 0.5872 3.9328  C67 1.090
84 H -3.5648 -1.0789 4.0398  C59 1.090
85 H 4.5845 -0.7404 3.2439  C34 1.090
86 H -2.2688 -0.2409 3.1437  C59 1.090
87 H 1.2647 -6.1032 5.7676  C50 1.090
88 H -0.4485 -2.6296 -0.3893  C52 1.090
89 H 1.6723 -3.6311 2.6739  C56 1.090
90 H -1.7204 -2.8897 4.3724  C63 1.090
91 H -0.4525 -4.4463 -0.2807  C52 1.090
92 H 5.0336 -1.3997 0.2688  C36 1.090
93 H -2.9260 -1.2752 1.0154  C62 1.090
94 H 4.1974 -3.0112 2.3052  C55 1.090
95 H 2.1711 1.6316 -3.8434  C66 1.090
96 H -5.5956 -1.2256 -1.2779  C60 1.090
97 H 4.6140 2.4956 2.0641  C31 1.090
98 H 0.3212 -2.6594 -4.2148  C45 1.090
99 H 0.9313 -6.3575 1.7977  C51 1.090
100 H -0.9042 7.9153 2.2360  C49 1.090
101 H -1.8656 6.4781 2.3269  C49 1.090
102 H -7.8828 1.9275 -0.8985  C47 1.090
103 H 2.9202 -0.8722 4.0224  C34 1.090
104 H -4.9386 3.9444 -0.9913  C39 1.090
105 H 4.3826 -2.9517 -0.2563  C36 1.090
106 H 0.9573 1.5452 -6.2318  C69 1.090
107 H 0.5854 -4.3968 -2.7535  C54 1.090
108 H -4.3288 -0.4619 1.7394  C62 1.090
109 H 3.3095 -3.0374 -5.0402  C53 1.090
110 H 5.4194 -2.1038 -1.2543  C36 1.090
111 H -1.0092 7.9303 -0.6095  C33 1.090
112 H 3.7878 1.5609 0.7737  C31 1.090
113 H -1.5588 6.3015 -0.0155  C33 1.090
114 H -0.4862 5.0229 -3.6606  C30 1.090
115 H -5.0225 -2.5514 2.6610  C37 1.090
116 H -7.5468 1.8146 -2.5335  C47 1.090
117 H -6.1671 1.8484 -1.4383  C47 1.090
118 H 3.1159 -1.4485 -6.7224  C70 1.090
119 H -2.5196 8.0004 2.9803  C49 1.090
120 H -2.5186 7.1710 -1.1735  C33 1.090
121 H 2.5019 -5.0354 5.1074  C50 1.090
122 H 0.3777 2.8500 2.3636  C42 1.090
123 H 0.3320 -3.7977 4.7864  C43 1.090
124 H 2.1288 3.8078 -0.3600  C44 1.090
125 H 4.4497 -2.9354 -3.7224  C53 1.090
126 H 0.9366 3.0216 -2.2905  C61 1.090
127 H 3.3068 4.6896 -1.4117  C44 1.090
128 H 4.2491 -0.0399 -6.9260  C70 1.090
129 H 0.2103 -4.3960 2.0893  C56 1.090
130 H 0.4198 1.2767 -3.8022  C66 1.090
131 H -1.1631 3.4208 -3.7137  C30 1.090
132 H -1.0411 -2.4246 2.8468  C63 1.090
133 H -5.2512 3.5885 -2.7498  C39 1.090
134 H -3.7911 4.1897 -2.2801  C39 1.090
135 H -4.7022 -2.9562 0.9670  C37 1.090
136 H -7.0236 -1.7281 -0.3164  C60 1.090
137 H 1.5145 -3.3032 -1.7374  C54 1.090
138 H -6.0606 -0.3700 0.2338  C60 1.090
139 H 3.2193 3.0504 -1.6490  C44 1.090
140 H -0.0486 4.2623 3.3980  C42 1.090
141 H 2.1877 2.6353 -5.9450  C69 1.090
142 H 0.5664 -1.5022 -2.9705  C45 1.090
143 H 2.9211 2.7222 1.8183  C31 1.090
144 H -0.1313 1.0956 5.5912  C67 1.090
145 H -2.0178 -2.5291 -4.0249  C35 1.090